No. 1
Formula: C40H94Cl12O24P6
Source: the OMol25 dataset
Level of theory: ωB97M-V/def2-TZVPD

XYZ file:
```
176
Properties=species:S:1:pos:R:3:forces:R:3:lowdin_charge:R:1
C -8.45003 0.19325 7.74854 0.128 0.868 0.135 -0.075
C -6.96455 0.03048 7.37951 -1.465 -0.075 -0.082 -0.267
O -6.24547 1.11275 7.97977 1.859 0.666 0.008 -0.189
P -4.62853 1.15601 7.80784 0.717 -0.052 -0.311 0.524
O -3.87923 0.02337 8.43292 -0.784 1.468 -0.573 -0.256
O -4.15024 2.66639 8.33139 -1.231 -2.279 -0.800 -0.187
C -3.10668 2.79991 9.31098 -0.055 0.373 0.225 -0.289
C -3.52514 3.77705 10.39918 -0.291 -0.132 -0.281 -0.068
O -4.52376 1.21588 6.19843 -0.136 0.512 0.813 -0.202
C -3.37114 0.86071 5.36760 0.093 -0.019 1.227 -0.236
C -3.84700 0.65928 3.96565 0.535 -0.508 -0.570 -0.070
H -9.05438 -0.61457 7.33588 0.118 -0.206 0.438 0.077
H -8.59393 0.40315 8.80841 0.163 -1.016 0.313 0.074
H -8.91821 1.10982 7.38966 0.465 0.169 -0.835 0.070
H -6.60031 -0.93647 7.72655 0.190 0.101 0.172 0.117
H -6.89827 0.04822 6.29167 0.392 0.193 -0.024 0.112
H -2.81144 1.82889 9.70855 -0.188 -0.034 0.004 0.094
H -2.24480 3.22953 8.80040 0.034 -0.057 -0.162 0.101
H -2.65307 3.95163 11.02936 -0.148 0.108 0.180 0.078
H -3.86658 4.71681 9.96515 0.305 0.089 -0.141 0.077
H -4.37771 3.43811 10.98769 0.207 -0.347 0.122 0.078
H -2.58058 1.61041 5.40014 -0.312 0.492 0.197 0.100
H -2.92873 -0.00882 5.85371 0.009 -0.303 -0.451 0.107
H -4.30247 -0.32336 3.84293 -0.483 0.316 0.017 0.067
H -4.43784 1.48771 3.57484 -0.382 -0.147 0.354 0.081
H -2.99015 0.63192 3.29246 0.331 -0.068 0.112 0.040
C -0.40971 -0.07307 8.86748 -0.327 1.796 0.776 -0.047
C -0.25188 1.23658 8.08652 -0.905 -0.575 -0.333 -0.291
O 0.89242 1.19073 7.23959 0.956 0.100 -2.788 -0.191
P 0.67532 0.77836 5.64430 -0.397 -1.603 1.609 0.509
O -0.18040 -0.44778 5.53332 0.823 1.957 -0.296 -0.263
O 0.08523 2.08199 4.92525 -0.970 -1.299 -0.183 -0.208
C 0.82337 3.27973 4.78541 0.164 1.277 -0.120 -0.231
C -0.14671 4.49729 4.45757 0.749 -0.580 0.321 -0.033
O 2.16578 0.62372 5.06034 -1.518 0.485 1.661 -0.179
C 2.35960 0.00557 3.78040 0.441 0.605 -0.099 -0.300
C 3.67529 0.49796 3.32093 0.778 0.161 -1.071 -0.077
H -0.58813 -0.97008 8.27450 0.306 0.279 0.007 0.080
H 0.40416 -0.10158 9.59198 0.329 -0.652 -0.342 0.078
H -1.27027 0.13140 9.50446 -0.391 -0.454 -0.056 0.055
H -1.15162 1.48378 7.52309 -0.180 -0.507 -0.506 0.087
H -0.20235 2.13532 8.70127 0.735 -0.272 0.481 0.111
H 1.43659 3.30776 5.68612 -0.242 1.105 0.313 0.113
H 1.57912 3.16130 4.00892 -0.233 -0.025 -0.431 0.089
H -0.97553 4.57988 5.16065 0.004 -0.343 -0.013 0.069
H 0.31480 5.48476 4.45286 0.704 -0.195 0.477 0.067
H -0.53345 4.48731 3.43854 -0.182 -0.778 0.007 0.064
H 2.42087 -1.07868 3.87401 -0.711 0.022 0.044 0.123
H 1.65139 0.39791 3.05060 -0.620 -0.623 0.262 0.064
H 3.65543 1.55382 3.05102 -0.010 0.222 0.477 0.066
H 4.46567 0.28461 4.04058 0.067 0.001 -0.244 0.096
H 3.84289 0.01893 2.35629 0.567 -0.346 0.086 0.049
C 3.48876 2.99530 -4.76447 0.068 -1.281 -1.210 -0.066
C 2.07650 3.52237 -4.48364 2.113 -0.906 -2.132 -0.322
O 2.12843 3.96238 -3.20199 -2.298 0.822 4.987 -0.193
P 0.80536 3.72876 -2.20850 0.463 1.760 -0.747 0.541
O 0.24096 2.35721 -2.19911 0.379 1.105 0.089 -0.249
O 1.25808 4.32826 -0.77589 -0.476 -0.622 -1.971 -0.177
C 1.51319 3.46021 0.33435 0.635 0.203 0.175 -0.263
C 2.59002 4.16255 1.16365 -0.202 -0.780 0.674 -0.053
O -0.22678 4.87334 -2.71915 0.172 -2.377 0.843 -0.228
C 0.10975 6.20081 -3.02671 1.357 0.395 -1.169 -0.303
C -1.08203 7.08969 -3.04991 -0.744 0.846 0.564 -0.077
H 4.38361 3.59738 -4.60681 -0.559 0.630 0.550 0.084
H 3.63708 2.04348 -4.25442 0.019 0.164 0.200 0.012
H 3.57662 2.73453 -5.81917 -0.217 -0.102 -0.294 0.070
H 1.90819 4.35089 -5.17164 -0.618 0.042 -0.054 0.116
H 1.37541 2.69513 -4.59428 -0.197 0.148 -0.314 0.102
H 0.57954 3.17347 0.81825 -0.111 0.738 0.389 0.089
H 1.87202 2.48782 -0.00298 0.522 0.058 -0.254 0.084
H 3.52008 4.23406 0.59975 -0.068 -0.136 -0.015 0.066
H 2.39466 5.14565 1.59196 -0.634 0.104 -0.520 0.081
H 2.74819 3.54916 2.05068 0.366 -0.244 -0.012 0.047
H 0.89413 6.57151 -2.36684 -0.152 0.057 0.305 0.125
H 0.55823 6.17482 -4.01984 0.151 0.141 -0.186 0.113
H -0.80815 8.12617 -3.24687 0.451 -0.002 -0.022 0.082
H -1.83628 6.88410 -3.80949 0.074 -0.561 0.129 0.085
H -1.53196 7.11976 -2.05756 -0.305 -0.158 -0.038 0.075
C -2.62897 -1.89255 -3.81476 0.193 0.129 -0.166 -0.094
C -3.85486 -2.70990 -3.34272 1.128 0.876 -0.310 -0.241
O -3.66702 -2.76364 -1.93759 -0.321 -1.638 2.003 -0.248
P -4.04200 -4.13278 -1.08711 -1.385 1.606 2.086 0.539
O -5.52293 -4.35654 -0.89126 3.011 0.008 -0.871 -0.258
O -3.19476 -5.30605 -1.78837 -0.723 0.912 0.778 -0.186
C -1.75586 -5.29137 -1.82411 0.676 0.260 -0.091 -0.257
C -1.33775 -6.54230 -2.58968 0.167 -0.432 0.122 -0.058
O -3.25812 -3.83650 0.35282 -0.342 -0.172 -1.832 -0.226
C -3.92032 -3.26826 1.52327 -1.084 0.386 -0.506 -0.238
C -4.31005 -1.76111 1.36453 0.520 -1.262 -0.527 -0.065
H -2.48744 -1.70222 -4.87864 -0.399 -0.604 -0.258 0.062
H -2.63125 -0.87695 -3.41900 -0.440 -0.046 0.421 0.022
H -1.70457 -2.32343 -3.43014 -0.021 -0.297 -0.112 0.040
H -4.75844 -2.14062 -3.56075 -0.203 -0.373 -0.049 0.121
H -3.89190 -3.74038 -3.69603 -0.058 0.220 -0.604 0.113
H -1.36988 -4.32411 -2.14589 -0.294 0.028 -0.950 0.098
H -1.33362 -5.29177 -0.81922 -0.372 -0.551 0.318 0.109
H -1.43738 -7.34749 -1.86177 0.010 -0.299 -0.289 0.079
H -1.91699 -6.80919 -3.47361 -0.607 0.437 0.249 0.078
H -0.32907 -6.59340 -2.99962 0.317 0.557 0.558 0.070
H -4.75699 -3.92637 1.75773 -0.274 0.231 -0.179 0.109
H -3.24767 -3.34599 2.37743 0.339 -0.150 -0.447 0.039
H -5.10465 -1.48792 2.05886 0.457 0.060 0.385 0.073
H -3.35770 -1.24196 1.47233 -0.330 0.577 0.330 0.041
H -4.70806 -1.47664 0.39049 0.067 -0.470 -0.229 0.065
C 0.16777 -0.00626 -5.92661 0.330 0.767 1.078 -0.078
C -0.24549 -0.49702 -7.25132 -0.285 -0.867 -0.287 -0.265
O 0.91960 -0.89514 -8.01113 0.600 0.633 0.341 -0.172
P 1.77254 0.15672 -8.86557 -1.426 -0.254 -0.732 0.417
O 3.21083 -0.05525 -8.97066 0.039 0.001 0.431 -0.215
O 1.23901 1.58714 -8.35988 0.462 -0.398 -0.274 -0.210
C 1.58344 2.82421 -9.07426 -0.183 -0.841 -0.597 -0.209
C 0.46450 3.12594 -10.07108 -0.266 -0.150 -0.063 -0.069
O 1.02753 -0.01962 -10.27831 -0.315 1.845 0.634 -0.208
C 1.12847 -1.14472 -11.08503 -1.296 -1.250 -1.343 -0.277
C 0.17692 -1.01010 -12.31951 1.140 0.297 0.064 -0.063
H 0.89410 -0.72619 -5.54946 0.292 0.242 0.091 0.094
H 0.56954 1.00628 -5.96454 0.164 -0.125 0.190 0.062
H -0.65475 -0.04689 -5.21253 -0.182 0.248 -0.073 0.073
H -0.78832 -1.40192 -6.97820 -0.097 -0.327 -0.954 0.114
H -0.87262 0.16028 -7.85363 0.027 0.050 0.137 0.125
H 1.85605 3.58295 -8.34072 -0.584 -0.053 0.125 0.112
H 2.49603 2.64309 -9.64213 0.109 -0.063 -0.015 0.112
H 0.60366 4.07762 -10.58395 0.220 -0.057 -0.030 0.078
H 0.41945 2.30879 -10.79105 0.415 0.159 -0.233 0.061
H -0.56120 3.11645 -9.70237 0.183 0.252 0.775 0.078
H 2.17912 -1.29381 -11.33403 -0.122 -0.240 -0.304 0.122
H 0.69969 -2.02099 -10.59881 0.554 -0.165 0.654 0.112
H 0.22979 -1.88920 -12.96177 0.366 -0.148 0.113 0.069
H -0.88263 -0.93452 -12.07513 0.170 0.334 0.432 0.073
H 0.50524 -0.16251 -12.92109 -0.296 0.127 -0.068 0.069
C 1.88541 -5.35680 1.39352 0.667 0.228 -1.088 -0.050
C 3.08338 -4.41808 1.73163 -1.176 0.036 0.586 -0.240
O 4.18462 -4.47178 0.82525 1.535 0.318 -1.364 -0.199
P 5.06983 -3.19514 0.35120 0.982 -1.877 -0.893 0.544
O 5.31791 -2.10829 1.32220 -0.399 -0.779 -1.037 -0.238
O 6.45901 -4.04833 -0.20193 -2.829 0.861 1.217 -0.199
C 7.51212 -3.37618 -0.85890 1.980 0.994 -0.308 -0.307
C 8.92264 -3.86956 -0.43839 -1.212 -0.966 1.115 -0.070
O 4.29528 -2.67555 -0.98650 1.005 -1.157 0.059 -0.248
C 4.07155 -3.60960 -2.10127 -1.937 -0.109 -1.183 -0.230
C 2.55140 -3.65832 -2.44275 0.546 0.223 1.299 -0.068
H 0.95596 -5.19999 1.94090 0.502 0.323 0.756 0.052
H 1.52669 -5.20162 0.37600 0.373 -0.004 -0.338 0.049
H 2.18226 -6.40154 1.48568 -0.015 0.021 0.033 0.078
H 2.76374 -3.37601 1.72664 -0.268 -0.078 0.639 0.072
H 3.47051 -4.76638 2.68918 -0.046 0.562 0.179 0.117
H 7.47898 -3.48136 -1.94331 -0.654 -0.058 -0.077 0.111
H 7.53824 -2.31467 -0.61275 -0.500 0.200 -0.126 0.105
H 9.03071 -3.69567 0.63221 0.242 0.411 0.028 0.072
H 8.95906 -4.95820 -0.47877 0.095 -0.115 -0.481 0.070
H 9.76343 -3.44521 -0.98712 -0.366 0.159 -0.106 0.077
H 4.52361 -3.29140 -3.04068 0.757 0.593 0.528 0.112
H 4.35858 -4.65176 -1.96125 0.507 0.284 0.823 0.115
H 2.16048 -2.66327 -2.65527 0.057 -0.072 -0.140 0.037
H 2.32177 -4.35502 -3.24897 0.271 0.104 -0.105 0.079
H 2.05386 -4.02223 -1.54379 -0.291 -0.004 -0.012 0.051
Cl 0.88640 -4.41104 5.24122 -1.672 0.953 -0.579 0.446
C -0.74869 -3.62386 4.76303 0.693 -0.453 -0.776 -1.372
Cl -1.98783 -4.88727 4.52914 0.511 0.373 0.443 0.522
Cl -0.64615 -2.70953 3.20471 0.398 -0.436 0.896 0.511
H -1.03836 -2.91287 5.53678 0.216 -0.247 -0.089 0.003
Cl 1.64282 -0.99557 0.56575 -0.432 -0.068 0.122 0.605
C 0.19959 -0.10043 0.06531 0.287 0.716 -1.170 -1.515
Cl -0.70363 0.66753 1.34383 -0.220 -0.288 0.808 0.599
Cl -0.86457 -1.03424 -1.01212 0.276 0.030 0.478 0.609
H 0.54591 0.76237 -0.50366 0.120 -0.454 -0.331 -0.049
Cl 4.81295 2.00507 -1.15355 -0.072 0.260 -0.098 0.569
C 4.68084 0.37172 -1.79094 0.340 -0.152 -0.166 -1.464
Cl 6.01926 0.05698 -2.97584 -0.874 0.056 0.593 0.511
Cl 3.06906 0.10264 -2.51446 0.652 0.013 0.249 0.572
H 4.82868 -0.27542 -0.92637 -0.196 -0.226 -0.459 -0.015
Cl -3.88193 1.67516 -2.55141 0.410 0.352 0.477 0.531
C -3.03481 2.44109 -1.17813 -0.348 0.109 0.332 -1.453
Cl -3.87270 1.95966 0.37051 0.606 0.465 -0.988 0.485
Cl -2.92616 4.21785 -1.37394 -0.447 -0.704 0.232 0.556
H -1.99295 2.12184 -1.15169 -0.321 -0.330 0.008 -0.035
```
Forces are in eV/Å.

Computed properties:
* highest occupied orbital energy: -0.3777 Ha
* frontier orbital gap: 10.64 eV
* SMILES: CCOP(=O)(OCC)OCC.CCOP(=O)(OCC)OCC.CCOP(=O)(OCC)OCC.CCOP(=O)(OCC)OCC.CCOP(=O)(OCC)OCC.CCOP(=O)(OCC)OCC.ClC(Cl)Cl.ClC(Cl)Cl.ClC(Cl)Cl.ClC(Cl)Cl
* F_max: 5.552 eV Å⁻¹
* energy: -10957.21084 a.u.

No. 2
Formula: C15H36Cl2O6PSY
Source: the OMol25 dataset
Level of theory: ωB97M-V/def2-TZVPD

XYZ file:
```
62
Properties=species:S:1:pos:R:3:forces:R:3:lowdin_charge:R:1
Y 1.52761 -0.52035 -0.22382 1.411 -0.421 0.651 1.308
Cl 3.37277 -0.71333 -2.39516 0.272 0.206 -0.064 0.637
C 3.95200 0.96276 -2.18560 -0.128 -0.040 0.070 -0.803
Cl 3.28091 1.66383 -0.67451 0.338 0.173 -0.177 0.660
H 3.60293 1.56128 -3.01656 -0.028 0.014 -0.027 0.061
H 5.02843 0.94299 -2.08473 0.058 0.007 -0.043 0.054
C -3.86695 0.37514 0.03287 -0.140 -0.005 0.089 -0.014
C -3.47586 -0.03794 -1.36839 0.555 0.155 0.005 -0.547
C -3.36426 -1.53378 -1.53097 -0.130 -0.209 0.041 -0.019
C -4.33871 0.60010 -2.42773 -0.135 0.017 -0.079 -0.009
O -2.07875 0.51573 -1.67015 -0.502 -0.174 -0.304 -0.130
P -0.81614 0.55529 -0.81892 -0.954 0.254 -0.016 0.232
O 0.44462 0.63547 -1.67781 -0.036 0.421 -0.500 -0.374
O -0.56020 -0.68274 0.06520 -0.533 -0.101 0.215 -0.355
O -0.82294 1.72539 0.20766 -0.213 0.520 0.228 -0.159
C -1.01303 3.21050 0.00618 0.062 -0.516 -0.015 -0.567
C -1.58540 3.66703 1.32793 -0.040 0.122 0.101 -0.010
C 0.36382 3.77282 -0.25623 0.108 0.233 0.035 -0.034
C -1.95905 3.48779 -1.14158 -0.060 0.148 -0.085 -0.015
H -4.88254 0.02310 0.22175 0.009 0.037 -0.009 0.110
H -3.86375 1.46022 0.14280 -0.013 -0.075 0.006 0.078
H -3.22359 -0.06850 0.79447 0.065 -0.002 -0.062 0.091
H -4.34290 -1.97567 -1.33550 0.022 -0.027 -0.044 0.107
H -2.65594 -1.96244 -0.82030 -0.017 0.062 -0.011 0.077
H -3.06757 -1.79511 -2.54694 -0.004 0.032 0.013 0.099
H -5.34689 0.18680 -2.36653 0.027 0.015 0.029 0.108
H -3.94924 0.39459 -3.42409 0.022 -0.008 0.030 0.101
H -4.40530 1.67826 -2.28853 0.015 0.001 -0.006 0.089
H -0.87810 3.50178 2.14164 -0.005 -0.026 -0.023 0.093
H -2.50790 3.13147 1.55217 0.004 0.025 -0.018 0.091
H -1.80978 4.73369 1.28487 0.017 -0.025 0.000 0.107
H 1.03977 3.54274 0.57158 -0.028 -0.019 -0.018 0.076
H 0.29313 4.85940 -0.32724 0.048 -0.016 -0.017 0.108
H 0.78253 3.39635 -1.18981 -0.047 -0.024 0.003 0.073
H -2.94784 3.06786 -0.96372 0.036 0.038 0.017 0.074
H -1.59261 3.12568 -2.10338 0.074 -0.033 0.075 0.100
H -2.06020 4.57154 -1.21599 -0.063 -0.021 -0.036 0.110
C 4.23361 0.30222 2.34113 0.176 -0.094 -0.025 -0.066
C 2.80892 0.74232 2.58466 -0.107 -0.209 0.091 -0.231
O 1.87516 -0.25457 2.06019 -0.057 0.124 0.121 -0.317
C 0.74500 -0.56945 2.95438 0.162 0.119 -0.075 -0.198
C 0.40652 -2.03011 2.85190 -0.078 -0.198 0.018 -0.055
H 4.90981 1.15591 2.39083 -0.031 0.005 0.080 0.097
H 4.38242 -0.15805 1.36159 -0.104 0.052 -0.067 0.052
H 4.54658 -0.42727 3.08682 -0.017 0.003 -0.017 0.094
H 2.55948 1.70945 2.14636 0.045 0.045 -0.090 0.103
H 2.62735 0.81064 3.65404 -0.004 0.150 0.025 0.126
H -0.08929 0.07517 2.68151 -0.040 0.008 -0.025 0.123
H 1.07139 -0.32243 3.96166 -0.035 -0.016 0.043 0.127
H 0.03122 -2.31051 1.86659 0.032 0.079 -0.052 0.046
H -0.39775 -2.25609 3.55376 0.041 0.022 0.030 0.104
H 1.26777 -2.64503 3.11574 -0.007 0.004 0.005 0.091
C 1.31889 -4.50007 -2.21828 0.191 -0.039 -0.101 -0.214
S 1.02854 -3.91923 -0.57173 -0.315 0.470 0.200 0.960
C 1.97607 -5.08286 0.34820 0.237 -0.136 0.046 -0.219
O 1.86490 -2.60867 -0.47397 -0.208 -0.950 -0.197 -0.691
H 2.34700 -4.24428 -2.47675 -0.027 -0.101 -0.079 0.077
H 0.60465 -4.02454 -2.88597 0.036 0.010 -0.029 0.071
H 1.17681 -5.58118 -2.21814 -0.046 0.037 -0.088 0.081
H 1.48296 -6.05084 0.24713 0.065 -0.002 0.043 0.083
H 1.95655 -4.76618 1.38904 0.034 -0.038 0.000 0.064
H 2.99241 -5.10407 -0.04560 -0.006 -0.083 0.087 0.084
```
Forces are in eV/Å.

Computed properties:
* net charge: +2
* highest occupied orbital energy: -0.5909 Ha
* frontier orbital gap: 10.77 eV
* F_max: 1.610 eV Å⁻¹
* energy: -2742.59098 a.u.
* relative energy (zero: lowest compared OMol25 entry of this formula, charge and spin): 52.93 kJ/mol

Which of these has the highest frontier orbital gap? C15H36Cl2O6PSY